1.
The following is a DFT calculation (the ωB97M-V functional and the def2-TZVPD basis) of the molecule C12H23O5P.

Values from the calculation:
LUMO energy (eV): 0.6
SMILES: CCP(C)OC(=O)OCCCCCCOC(C)=O
Kohn-Sham gap (eV): 8.95
Highest occupied orbital energy (eV): -8.40

Last column: Löwdin charge in e.
Atoms and positions in Å:
C (2.0577, 3.0904, 1.1267)  -0.16
C (1.3096, 1.7149, 0.7549)  -0.39
P (2.2062, 0.8611, -0.6802)  0.94
C (2.3817, 2.0423, -2.1506)  -0.28
O (3.8250, 0.5428, -0.1396)  -0.24
C (3.8529, -0.2285, 1.0435)  -0.52
O (4.7619, 0.0059, 1.8659)  0.10
O (2.9045, -1.2365, 1.3786)  -0.07
C (2.8912, -2.2763, 0.3616)  -0.19
C (1.4453, -2.7873, -0.0854)  -0.17
C (0.2028, -1.9283, 0.4319)  -0.21
C (-0.8585, -1.6430, -0.7690)  -0.21
C (-2.0642, -0.6978, -0.2224)  -0.17
C (-3.4012, -1.2075, -0.9907)  -0.19
O (-4.6267, -0.7509, -0.3598)  -0.08
C (-4.6562, 0.6722, -0.2728)  -0.42
C (-5.0861, 1.2641, 1.1684)  0.00
O (-4.4107, 1.4424, -1.2235)  0.05
H (1.6766, 3.8891, 0.4103)  0.07
H (3.1981, 2.9826, 1.0213)  0.08
H (1.7742, 3.3375, 2.2174)  0.08
H (1.3330, 0.9682, 1.6296)  0.08
H (0.2038, 1.8572, 0.4564)  0.09
H (2.6316, 1.4254, -3.0771)  0.04
H (3.2386, 2.7757, -1.9737)  0.05
H (1.3779, 2.5671, -2.3553)  0.06
H (3.4456, -1.9188, -0.5821)  0.13
H (3.5192, -3.1567, 0.7639)  0.14
H (1.4557, -2.8517, -1.2374)  0.12
H (1.2860, -3.8712, 0.2782)  0.12
H (-0.3864, -2.5732, 1.1838)  0.12
H (0.4511, -0.9075, 0.8627)  0.07
H (-0.3870, -1.1106, -1.6579)  0.10
H (-1.2621, -2.6450, -1.1312)  0.10
H (-1.8306, 0.4009, -0.4851)  0.11
H (-2.1929, -0.8028, 0.9126)  0.12
H (-3.3028, -0.9345, -2.0931)  0.14
H (-3.3818, -2.3562, -0.9181)  0.13
H (-4.6773, 2.3135, 1.3260)  0.09
H (-6.2291, 1.2284, 1.2805)  0.09
H (-4.6769, 0.5025, 1.9311)  0.09

***

2.
The following is a DFT calculation (the ωB97M-V functional and the def2-TZVPD basis) of a structure of composition C35H77CaN2O15S6.

Values from the calculation:
LUMO energy (eV): -3.0
Kohn-Sham gap (eV): 7.66
Net charge: +1
Highest occupied orbital energy (eV): -10.63

Last column: Löwdin charge in e.
Atoms and positions in Å:
Ca (1.9346, -1.7517, 2.2904)  1.51
C (-0.0723, -1.3812, -1.4554)  -0.05
C (-0.4031, -0.5417, -0.2015)  -0.61
C (-1.7313, -1.0353, 0.3735)  -0.06
O (0.5711, -0.6113, 0.7664)  -0.39
H (-0.8861, -1.2999, -2.1760)  0.05
H (0.0453, -2.4360, -1.2015)  0.06
H (0.8649, -1.0050, -1.8624)  0.05
H (-0.5485, 0.4980, -0.5493)  0.10
H (-1.6566, -2.0983, 0.6312)  0.06
H (-2.6374, -0.9001, -0.2266)  0.07
H (-1.9724, -0.5710, 1.3387)  0.05
C (4.7230, 1.8397, 2.1010)  -0.04
C (3.7547, 0.6905, 1.8978)  -0.43
C (4.0238, -0.0952, 0.6057)  -0.14
O (3.3420, -1.3766, 0.5288)  -0.37
C (3.5446, -2.0509, -0.7133)  -0.04
N (3.7125, -0.1528, 3.0947)  -0.04
H (5.7605, 1.5440, 2.2985)  0.09
H (4.4185, 2.4293, 2.9673)  0.09
H (4.8621, 2.4792, 1.2252)  0.09
H (2.7364, 1.0981, 1.8365)  0.13
H (5.0848, -0.3699, 0.5499)  0.14
H (3.8445, 0.5514, -0.2539)  0.11
H (2.9710, -1.5947, -1.5191)  0.09
H (3.1163, -3.0310, -0.5055)  0.07
H (4.5888, -2.1844, -0.9956)  0.11
H (4.6730, -0.5023, 3.1861)  0.11
H (3.6547, 0.4739, 3.8922)  0.08
C (0.7966, -1.3673, 6.6384)  -0.04
C (1.0179, -1.7605, 5.1712)  -0.42
C (-0.0936, -2.6314, 4.6632)  -0.18
O (0.1194, -2.9919, 3.2980)  -0.31
C (-0.8529, -3.9132, 2.8265)  -0.06
N (1.1905, -0.5312, 4.3611)  -0.04
H (1.5757, -0.7189, 7.0352)  0.09
H (0.7176, -2.2466, 7.2824)  0.09
H (-0.1304, -0.7971, 6.7495)  0.09
H (1.9993, -2.2535, 5.2261)  0.14
H (-1.0335, -2.0701, 4.6907)  0.14
H (-0.1709, -3.4987, 5.3236)  0.14
H (-1.7675, -3.4007, 2.5164)  0.09
H (-1.1333, -4.5901, 3.6373)  0.10
H (-0.5082, -4.5133, 1.9870)  0.09
H (1.8276, 0.1502, 4.7497)  0.08
H (0.3185, 0.0197, 4.2972)  0.04
C (-4.9112, 0.6248, 3.6132)  -0.19
C (-4.5714, 1.9465, 2.8824)  -0.18
C (-3.1205, 2.3948, 3.1296)  -0.21
S (-2.5281, 1.3099, 4.4410)  0.70
O (-2.9609, 1.7754, 5.7371)  -0.28
O (-1.1386, 0.9530, 4.1960)  -0.36
C (-3.5710, -0.0415, 3.9514)  -0.24
H (-5.5651, -0.0365, 3.0517)  0.12
H (-5.4010, 0.8672, 4.5556)  0.11
H (-5.2999, 2.6967, 3.1910)  0.12
H (-4.7688, 1.8660, 1.8127)  0.11
H (-2.9112, 3.4246, 3.3996)  0.09
H (-2.4996, 2.0968, 2.2844)  0.07
H (-3.6275, -0.8388, 4.6946)  0.11
H (-3.0857, -0.5375, 3.1044)  0.08
C (1.2904, -4.9707, -1.1662)  -0.26
C (0.0907, -5.9047, -1.1334)  -0.22
C (0.3416, -7.1348, -1.9910)  -0.18
S (2.1851, -7.3470, -2.0254)  0.70
O (2.6250, -7.1442, -3.3924)  -0.32
O (2.5931, -8.5335, -1.2976)  -0.33
C (2.5418, -5.8579, -1.0411)  -0.22
H (1.2127, -4.1731, -0.4213)  0.08
H (1.3834, -4.3898, -2.0907)  0.12
H (-0.7615, -5.3393, -1.5209)  0.12
H (-0.1370, -6.1495, -0.0950)  0.11
H (-0.0013, -7.1819, -3.0194)  0.11
H (-0.0249, -8.0126, -1.4593)  0.10
H (3.4754, -5.4136, -1.3727)  0.10
H (2.5538, -6.1591, 0.0087)  0.10
C (1.7320, 1.5169, -2.6331)  -0.24
C (2.1656, 1.0218, -4.0146)  -0.20
C (3.6818, 1.2170, -4.0612)  -0.20
S (4.0911, 2.6347, -2.9825)  0.71
O (4.5050, 3.8228, -3.6876)  -0.31
O (4.9085, 2.0740, -1.9066)  -0.35
C (2.3956, 2.8507, -2.3275)  -0.21
H (2.2194, 0.8455, -1.9162)  0.09
H (0.6690, 1.5522, -2.4028)  0.09
H (1.6866, 1.7213, -4.7125)  0.12
H (1.7971, 0.0289, -4.2616)  0.11
H (4.0713, 1.2695, -5.0730)  0.11
H (4.0872, 0.3557, -3.5282)  0.10
H (1.9872, 3.6584, -2.9394)  0.10
H (2.4482, 3.1330, -1.2804)  0.10
C (-1.4924, 4.3781, -2.2728)  -0.20
C (-2.1641, 3.0280, -2.5322)  -0.21
C (-3.0782, 2.6359, -1.3744)  -0.19
S (-3.6768, 4.2159, -0.6562)  0.71
O (-3.2485, 4.2401, 0.7244)  -0.35
O (-5.0616, 4.4666, -0.9751)  -0.30
C (-2.5786, 5.2702, -1.6399)  -0.20
H (-1.1021, 4.7726, -3.2078)  0.12
H (-0.6520, 4.2657, -1.5842)  0.09
H (-1.4008, 2.2616, -2.6920)  0.09
H (-2.7475, 3.0509, -3.4561)  0.12
H (-2.4787, 2.1967, -0.5760)  0.08
H (-3.9417, 2.0086, -1.5775)  0.11
H (-2.2988, 6.0903, -0.9823)  0.11
H (-3.2002, 5.6516, -2.4513)  0.11
C (-2.4419, -0.6562, -5.8744)  -0.22
C (-2.3483, -1.5392, -7.1292)  -0.21
C (-1.2547, -2.5784, -6.8384)  -0.20
S (-1.4210, -2.9746, -5.0361)  0.67
O (-0.1266, -2.7056, -4.4343)  -0.35
O (-2.0186, -4.2631, -4.8434)  -0.32
C (-2.5655, -1.6043, -4.6976)  -0.23
H (-3.2767, 0.0462, -5.8288)  0.12
H (-1.5712, 0.0035, -5.8341)  0.11
H (-2.1101, -0.9589, -8.0203)  0.12
H (-3.2661, -2.0665, -7.3926)  0.12
H (-0.2412, -2.2143, -6.9893)  0.10
H (-1.3440, -3.5448, -7.3302)  0.10
H (-2.4634, -1.1889, -3.6961)  0.08
H (-3.5710, -2.0343, -4.6846)  0.11
C (-0.5877, 4.7858, 0.8846)  -0.24
C (-0.0734, 3.4220, 1.3626)  -0.19
C (0.8757, 3.7709, 2.5019)  -0.22
S (0.0035, 5.0460, 3.4564)  0.69
O (0.8757, 6.1812, 3.6297)  -0.32
O (-0.6985, 4.5164, 4.5931)  -0.32
C (-1.2314, 5.4464, 2.1168)  -0.18
H (-1.3075, 4.6271, 0.0782)  0.03
H (0.1882, 5.4323, 0.4739)  0.13
H (0.4362, 2.9505, 0.5205)  0.11
H (-0.8491, 2.7621, 1.7446)  0.09
H (1.7814, 4.3064, 2.2117)  0.10
H (1.1849, 2.9802, 3.1851)  0.09
H (-1.3092, 6.5295, 2.0900)  0.11
H (-2.1920, 4.9968, 2.3560)  0.06

***

3.
The following is a DFT calculation (the ωB97M-V functional and the def2-TZVPD basis) of a structure of composition C11H18B2I2NO2ReSi.

Values from the calculation:
LUMO energy (alpha / beta) (eV): -6.2 / -5.8
Spin multiplicity: 2
Expectation value of S²: 0.758
Kohn-Sham gap (alpha / beta) (eV): 5.24 / 5.70
Net charge: +1
Highest occupied orbital energy (alpha / beta) (eV): -11.42 / -11.49

Last column: Löwdin charge in e.
Atoms and positions in Å:
Re (1.4343, -0.4787, 0.3245)  0.74
I (1.8419, -0.2039, 3.0106)  1.07
C (3.9330, -0.6926, 2.7597)  -0.99
I (4.3283, -1.1539, 0.6958)  0.93
H (4.1717, -1.5605, 3.3643)  -0.02
H (4.5267, 0.1685, 3.0447)  -0.02
B (1.4960, -0.5441, -4.2509)  -0.35
C (1.5091, -0.5118, -2.7531)  -0.10
N (1.4892, -0.5127, -1.5718)  -0.09
H (1.8345, -1.6557, -4.5746)  0.05
H (2.2684, 0.2789, -4.6665)  0.05
H (0.3681, -0.3104, -4.5977)  0.04
C (-0.8699, -2.7674, -1.4072)  -0.19
Si (-0.1781, -2.3889, 0.2999)  0.46
C (-1.5283, -2.0587, 1.5776)  -0.20
C (0.9403, -3.8052, 0.8913)  -0.22
H (-1.5651, -3.6059, -1.3259)  0.05
H (-0.0802, -3.0477, -2.1056)  0.04
H (-1.4081, -1.9167, -1.8272)  0.04
H (-2.1942, -2.9245, 1.6142)  0.05
H (-2.1273, -1.1830, 1.3249)  0.04
H (-1.1178, -1.9117, 2.5779)  0.02
H (0.3387, -4.7186, 0.8984)  0.04
H (1.3130, -3.6531, 1.9063)  0.02
H (1.7898, -3.9780, 0.2285)  0.03
O (-0.5489, 1.5981, 1.4006)  0.07
B (-0.0363, 1.0544, 0.2260)  -0.71
O (-0.4364, 1.7873, -0.8671)  0.16
C (-1.2118, 2.8131, -0.3740)  -0.19
C (-1.8288, 3.8403, -1.0544)  0.02
C (-2.5328, 4.7566, -0.2835)  -0.06
C (-2.6154, 4.6356, 1.1020)  -0.07
C (-1.9937, 3.5952, 1.7809)  0.01
C (-1.2880, 2.6968, 1.0107)  -0.19
H (-1.7633, 3.9172, -2.1309)  0.13
H (-3.0255, 5.5853, -0.7730)  0.11
H (-3.1736, 5.3676, 1.6694)  0.11
H (-2.0594, 3.4884, 2.8552)  0.12

***

4.
The following is a DFT calculation (the ωB97M-V functional and the def2-TZVPD basis) of a structure of composition C22H18Br3N7SSeSn.

Values from the calculation:
LUMO energy (alpha / beta) (eV): -14.6 / -14.9
Kohn-Sham gap (alpha / beta) (eV): 4.97 / 4.68
Net charge: +4
Highest occupied orbital energy (alpha / beta) (eV): -19.57 / -19.57

Last column: Löwdin charge in e.
Atoms and positions in Å:
Sn (-0.1307, -0.5442, 0.1449)  1.24
N (2.3207, -3.6968, -1.7669)  0.22
C (3.4372, -2.8248, -1.5297)  -0.11
C (4.6198, -2.7482, -2.1648)  0.07
C (5.4933, -1.6792, -1.8120)  0.11
C (5.0742, -0.6685, -0.8938)  0.03
C (3.7875, -0.6561, -0.3990)  0.03
C (2.9294, -1.7444, -0.7293)  -0.11
N (1.5639, -1.9847, -0.5794)  0.02
C (1.2557, -3.0933, -1.1845)  -0.26
C (-0.0659, -3.7075, -1.2539)  -0.29
C (-0.4356, -4.9669, -1.7102)  -0.26
S (-2.1040, -5.2900, -1.4663)  1.20
C (-2.1892, -3.8252, -0.5666)  -0.38
N (-1.0888, -3.0580, -0.5708)  -0.06
H (2.3957, -4.7331, -2.0263)  0.23
H (5.0062, -3.6042, -2.7554)  0.17
H (6.4736, -1.7034, -2.2555)  0.15
H (5.8641, 0.0083, -0.4890)  0.16
H (3.4695, 0.1672, 0.2827)  0.12
H (0.1350, -5.6183, -2.3595)  0.10
H (-3.1307, -3.5699, -0.0860)  0.10
C (-4.6008, 3.5045, -1.5977)  0.04
C (-4.1482, 2.6755, -0.3992)  -0.11
C (-5.1634, 2.3847, 0.6086)  0.05
C (-4.8777, 1.4912, 1.5571)  -0.01
C (-3.5678, 0.8375, 1.4977)  -0.64
Br (-3.3650, -0.5847, 2.7513)  0.91
N (-2.6698, 1.0856, 0.6073)  0.00
C (-2.9335, 2.0251, -0.3324)  0.00
H (-5.6540, 3.3059, -1.8278)  0.12
H (-3.9134, 3.2311, -2.4306)  0.10
H (-4.4056, 4.5897, -1.3943)  0.15
H (-6.0728, 3.0104, 0.6276)  0.17
H (-5.5317, 1.2435, 2.3815)  0.13
H (-2.1872, 2.1496, -1.0831)  0.10
Br (1.0405, 1.5353, -2.3075)  0.54
C (-0.3848, 1.7778, -3.6452)  -0.93
Br (-1.6905, 0.2822, -3.7840)  0.56
H (0.1631, 1.8325, -4.5932)  0.02
H (-0.9854, 2.6677, -3.4548)  0.01
Se (0.0258, -1.3150, 3.3909)  1.07
N (-0.0050, 0.0717, 4.5630)  -0.14
C (0.8548, 0.9807, 4.0964)  -0.33
C (1.1697, 2.1997, 4.7869)  0.06
C (1.9072, 3.1312, 4.1031)  0.03
C (2.1262, 2.9479, 2.6926)  -0.05
N (2.1638, 1.7666, 2.1556)  0.11
C (1.4483, 0.8082, 2.7556)  -0.39
N (0.9807, -0.3058, 2.0821)  -0.43
H (0.8294, 2.3137, 5.7772)  0.13
H (2.2692, 4.0620, 4.5050)  0.13
H (2.4968, 3.8348, 2.0816)  0.16

***

no.,strongest force on any atom (Eh/bohr)
1,0.087
2,0.050
3,0.017
4,0.084